{"formula": "C4H8N2O2", "method": "the ωB97M-V functional and the def2-TZVPD basis", "elements": ["C", "C", "C", "O", "N", "N", "C", "O", "H", "H", "H", "H", "H", "H", "H", "H"], "coordinates": [[-1.949, -1.425, -0.113], [-1.687, 0.009, 0.229], [-0.539, 0.655, 0.032], [-0.349, 1.977, 0.352], [0.576, 0.120, -0.624], [1.809, 0.744, -0.373], [2.842, 0.037, 0.108], [2.803, -1.151, 0.336], [-2.946, -1.526, -0.538], [-1.232, -1.802, -0.835], [-1.907, -2.050, 0.781], [-2.505, 0.547, 0.686], [-1.175, 2.340, 0.688], [0.705, -0.878, -0.468], [1.808, 1.745, -0.493], [3.745, 0.657, 0.230]], "forces_ev_per_a": [[0.054, 0.149, 0.165], [0.070, -0.031, 0.034], [-0.427, 0.258, 0.292], [0.279, -0.243, -0.208], [0.252, -0.154, -0.099], [-0.563, 0.328, 0.012], [0.263, 0.401, -0.016], [-0.078, -0.436, 0.067], [-0.005, -0.099, -0.081], [0.026, -0.155, -0.123], [0.006, -0.134, -0.039], [0.005, 0.205, 0.046], [-0.006, -0.106, -0.021], [-0.018, 0.253, -0.035], [0.184, -0.194, -0.017], [-0.043, -0.041, 0.022]], "mulliken_charge": [-1.21, -0.36, 0.66, -0.55, -0.31, -0.12, 0.07, -0.59, 0.33, 0.34, 0.25, 0.23, 0.32, 0.36, 0.23, 0.34], "max_force_ev_per_a": 0.65, "de_lowest_kcal_mol": 58.0, "total_energy_ha": -417.16357, "orbital_gap_ha": 0.3178, "lumo_energy_ev": 0.66, "smiles": "C/C=C(/O)NNC=O", "charge": 0}



{"formula": "C49H43BrCl2N7O2Sr", "method": "the ωB97M-V functional and the def2-TZVPD basis", "elements": ["Sr", "C", "C", "C", "C", "N", "C", "N", "C", "N", "C", "N", "C", "C", "C", "C", "C", "N", "C", "C", "C", "C", "C", "C", "H", "H", "H", "H", "H", "H", "H", "H", "H", "H", "H", "H", "Cl", "C", "C", "C", "Cl", "C", "O", "C", "C", "O", "C", "H", "H", "H", "C", "C", "C", "C", "C", "C", "C", "N", "C", "C", "C", "C", "C", "C", "C", "N", "C", "C", "C", "C", "H", "H", "H", "H", "H", "H", "H", "H", "H", "H", "H", "H", "H", "H", "H", "H", "H", "H", "H", "H", "H", "H", "H", "H", "Br", "C", "C", "C", "C", "C", "C", "H", "H", "H", "H"], "coordinates": [[-0.440, -1.237, -1.062], [-0.920, -6.023, -1.715], [0.374, -6.461, -1.984], [1.284, -5.550, -2.458], [0.898, -4.203, -2.654], [-0.343, -3.787, -2.361], [-1.210, -4.685, -1.923], [1.837, -3.437, -3.254], [2.009, -2.159, -3.308], [1.353, -1.098, -2.770], [2.019, 0.032, -3.098], [1.805, 1.277, -2.823], [0.722, 1.918, -2.355], [0.962, 3.153, -1.701], [-0.097, 3.963, -1.383], [-1.386, 3.543, -1.712], [-1.529, 2.307, -2.322], [-0.524, 1.512, -2.634], [3.259, -0.306, -3.835], [4.340, 0.444, -4.255], [5.393, -0.220, -4.869], [5.347, -1.595, -5.067], [4.265, -2.350, -4.633], [3.230, -1.688, -4.006], [-1.674, -6.708, -1.351], [0.648, -7.499, -1.838], [2.295, -5.838, -2.702], [-2.213, -4.320, -1.736], [1.981, 3.433, -1.479], [0.069, 4.918, -0.897], [-2.239, 4.171, -1.498], [-2.515, 1.937, -2.586], [4.363, 1.510, -4.087], [6.264, 0.339, -5.188], [6.175, -2.090, -5.556], [4.235, -3.422, -4.760], [-7.522, -4.341, -0.760], [-5.920, -3.696, -0.551], [-5.251, -3.912, 0.660], [-3.998, -3.397, 0.830], [-3.169, -3.680, 2.313], [-3.291, -2.638, -0.176], [-2.156, -2.173, 0.033], [-4.025, -2.484, -1.411], [-3.416, -1.827, -2.532], [-2.291, -1.377, -2.615], [-5.316, -3.012, -1.569], [-5.719, -4.490, 1.442], [-4.094, -1.740, -3.413], [-5.818, -2.889, -2.518], [-3.591, 3.026, 4.236], [-3.946, 3.330, 2.773], [-5.459, 3.175, 2.601], [-3.560, 4.769, 2.399], [-3.171, 2.383, 1.869], [-3.774, 1.511, 0.968], [-2.969, 0.704, 0.179], [-1.658, 0.700, 0.229], [-1.048, 1.528, 1.077], [-1.782, 2.378, 1.906], [0.420, 1.495, 1.063], [1.204, 2.328, 1.866], [2.590, 2.308, 1.766], [3.134, 1.421, 0.839], [2.284, 0.589, 0.125], [0.973, 0.619, 0.224], [3.427, 3.238, 2.634], [3.133, 2.943, 4.113], [4.925, 3.036, 2.396], [3.066, 4.691, 2.292], [-4.145, 3.680, 4.908], [-2.529, 3.160, 4.432], [-3.850, 1.995, 4.469], [-5.974, 3.878, 3.252], [-5.773, 2.169, 2.870], [-5.759, 3.381, 1.577], [-4.137, 5.482, 2.985], [-3.769, 4.941, 1.344], [-2.503, 4.958, 2.568], [-4.844, 1.436, 0.873], [-3.420, 0.026, -0.529], [-1.264, 3.040, 2.581], [0.742, 3.007, 2.567], [4.196, 1.357, 0.667], [2.685, -0.132, -0.572], [3.368, 1.905, 4.333], [2.089, 3.116, 4.358], [3.742, 3.575, 4.756], [5.215, 2.022, 2.659], [5.496, 3.725, 3.015], [5.181, 3.221, 1.355], [2.024, 4.908, 2.514], [3.227, 4.876, 1.233], [3.687, 5.377, 2.863], [4.056, -5.214, 3.095], [2.847, -4.175, 2.008], [3.214, -3.837, 0.726], [2.350, -3.055, -0.026], [1.107, -2.608, 0.430], [0.798, -3.009, 1.732], [1.641, -3.770, 2.533], [4.155, -4.171, 0.312], [2.685, -2.792, -1.018], [-0.150, -2.721, 2.164], [1.363, -4.039, 3.544]], "forces_ev_per_a": [[1.036, 0.714, -0.691], [-0.016, 0.004, -0.005], [-0.167, 0.132, 0.073], [-0.140, 0.182, 0.004], [-0.739, -0.936, 0.274], [0.617, 0.420, -0.259], [-0.341, -0.473, 0.211], [0.941, 0.915, -0.548], [0.214, -0.925, -0.211], [-0.282, 0.151, -0.183], [0.113, 0.410, -0.026], [1.094, -0.356, -0.367], [-0.628, 0.750, 0.046], [-0.123, -0.084, -0.010], [-0.043, -0.125, -0.001], [-0.104, 0.057, -0.007], [-0.438, 0.593, 0.125], [0.528, -0.614, -0.025], [0.318, -0.749, -0.224], [-0.185, 0.076, 0.070], [0.040, 0.100, -0.041], [0.056, -0.115, -0.063], [-0.149, -0.036, 0.054], [0.323, 0.794, -0.108], [-0.058, 0.088, -0.005], [0.035, 0.010, 0.031], [0.064, 0.070, -0.044], [-0.007, -0.023, 0.063], [0.080, -0.026, -0.049], [-0.015, -0.020, 0.009], [-0.120, -0.075, -0.015], [-0.061, 0.010, 0.034], [-0.014, 0.138, 0.016], [0.004, -0.011, -0.041], [0.085, -0.013, -0.026], [-0.019, -0.094, 0.014], [-0.215, -0.103, -0.007], [0.027, 0.069, -0.322], [0.147, 0.168, -0.165], [-0.022, -0.065, 0.049], [0.149, -0.018, 0.277], [-0.992, -0.341, -0.050], [-0.966, -0.600, 0.798], [0.285, -0.147, 0.658], [-0.683, -0.004, -0.659], [-0.359, 0.201, -0.438], [-0.034, -0.046, 0.133], [-0.011, 0.002, 0.085], [0.130, -0.031, 0.069], [-0.087, 0.039, -0.065], [-0.051, 0.036, -0.190], [-0.085, 0.077, 0.055], [0.281, -0.003, 0.010], [-0.049, -0.178, 0.052], [-0.027, -0.185, -0.188], [0.150, 0.113, 0.119], [-0.613, 0.114, 0.113], [0.346, 0.177, 0.201], [-0.874, 0.291, 0.302], [0.253, -0.196, -0.192], [0.952, 0.227, 0.400], [-0.289, -0.174, -0.174], [0.061, -0.212, -0.257], [-0.145, 0.184, 0.229], [0.491, -0.039, -0.015], [-0.259, 0.231, 0.214], [0.097, 0.051, 0.025], [0.033, 0.014, -0.205], [-0.260, 0.003, 0.009], [0.046, -0.186, 0.041], [-0.062, 0.096, 0.052], [0.096, 0.012, 0.019], [0.005, -0.084, 0.075], [-0.051, 0.071, 0.081], [-0.116, -0.115, -0.010], [-0.088, 0.000, -0.104], [-0.054, 0.083, 0.095], [-0.006, 0.074, -0.088], [0.110, 0.035, 0.018], [-0.097, 0.014, -0.021], [-0.098, -0.109, -0.070], [0.042, 0.068, 0.059], [-0.082, -0.003, -0.009], [0.066, -0.072, 0.014], [0.088, -0.132, 0.020], [-0.006, -0.122, 0.080], [-0.127, 0.014, 0.043], [0.075, 0.111, 0.053], [0.117, -0.105, -0.030], [0.029, 0.068, 0.062], [0.102, 0.008, -0.093], [-0.145, 0.029, 0.034], [0.031, 0.062, -0.128], [0.070, 0.096, 0.087], [-0.109, 0.057, -0.090], [0.245, -0.231, 0.239], [0.338, -0.077, -0.106], [0.034, -0.042, 0.290], [0.198, -0.102, 0.104], [0.101, -0.055, 0.067], [-0.062, -0.051, 0.279], [0.149, -0.052, 0.023], [0.169, 0.016, -0.200], [-0.297, 0.062, 0.130], [0.008, -0.038, 0.036]], "mulliken_charge": [2.59, -0.92, -0.50, -0.52, 0.19, 0.31, 0.05, -0.29, -1.17, 0.62, -1.06, -0.21, 0.19, -0.07, -0.62, -0.45, -0.70, -0.23, 0.46, -0.17, -0.64, -0.59, -0.21, 0.14, 0.44, 0.40, 0.43, 0.24, 0.51, 0.38, 0.45, 0.56, 0.54, 0.40, 0.39, 0.54, -0.27, 0.22, -0.64, 0.23, -0.23, -0.41, -0.33, 1.04, -0.69, -0.46, -0.94, 0.47, 0.11, 0.36, -1.60, 1.78, -2.23, -1.59, 0.64, -0.95, -1.46, 1.96, -0.24, -0.73, -1.43, -0.62, 0.60, -1.21, -0.92, 1.80, 1.87, -1.58, -2.19, -1.56, 0.44, 0.30, 0.37, 0.46, 0.41, 0.39, 0.45, 0.33, 0.32, 0.60, 0.47, 0.47, 0.42, 0.59, 0.13, 0.37, 0.30, 0.45, 0.42, 0.46, 0.38, 0.30, 0.32, 0.46, -0.30, 0.01, -0.86, -0.73, 1.54, -1.20, -0.60, 0.45, 0.17, 0.27, 0.41], "max_force_ev_per_a": 1.44, "de_lowest_kcal_mol": 11.5, "total_energy_ha": -5952.13575, "orbital_gap_ha": 0.2182, "lumo_energy_ev": 1.89, "charge": -1}



{"formula": "C10H23N4", "method": "the ωB97M-V functional and the def2-TZVPD basis", "elements": ["C", "C", "C", "C", "C", "C", "N", "N", "C", "C", "C", "C", "N", "N", "H", "H", "H", "H", "H", "H", "H", "H", "H", "H", "H", "H", "H", "H", "H", "H", "H", "H", "H", "H", "H", "H", "H"], "coordinates": [[-0.870, 2.668, 2.282], [-1.529, 3.311, 1.034], [-1.178, 2.567, -0.256], [-2.065, 1.308, -0.327], [-1.591, 0.240, -1.312], [-0.117, -0.234, -1.101], [-0.080, -1.700, -0.859], [1.107, -2.349, -1.355], [2.227, -1.779, -1.071], [2.648, -1.255, 0.273], [3.236, -1.688, -2.173], [-0.499, -2.137, 0.333], [-0.317, -3.501, 0.584], [-1.049, -1.349, 1.263], [-0.171, 1.894, 1.948], [-0.292, 3.407, 2.833], [-1.596, 2.263, 2.985], [-2.608, 3.370, 1.176], [-1.181, 4.342, 0.980], [-1.493, 3.223, -1.068], [-0.112, 2.348, -0.291], [-3.041, 1.648, -0.680], [-2.253, 0.922, 0.676], [-2.225, -0.646, -1.323], [-1.675, 0.676, -2.307], [0.399, 0.000, -2.023], [0.308, 0.307, -0.257], [1.838, -0.844, 0.878], [3.398, -0.475, 0.147], [3.136, -2.052, 0.836], [2.973, -2.430, -2.924], [4.249, -1.877, -1.822], [3.125, -0.691, -2.601], [-0.797, -3.734, 1.449], [0.669, -3.638, 0.801], [-0.726, -0.425, 1.500], [-1.849, -1.689, 1.774]], "forces_ev_per_a": [[-0.195, 0.273, -0.349], [0.719, 0.168, 0.616], [-1.438, 0.096, 0.449], [0.005, 0.109, -0.365], [0.409, 0.027, 0.164], [-1.754, 0.268, -0.339], [1.959, 0.536, 3.094], [-0.602, 0.870, -2.564], [0.086, -0.340, 0.597], [-0.251, 1.060, -0.163], [-0.037, -1.531, 0.424], [0.400, -0.871, -0.500], [-0.258, 0.784, 0.662], [-0.821, -0.297, -0.154], [0.013, -0.133, 0.255], [0.089, -0.044, 0.037], [0.027, -0.221, -0.047], [-0.066, -0.072, -0.189], [-0.026, 0.029, -0.160], [0.540, -0.117, -0.352], [0.072, 0.159, -0.142], [-0.094, -0.060, 0.116], [0.178, -0.172, 0.030], [-0.185, 0.089, 0.100], [0.105, -0.100, -0.091], [0.521, -0.390, 0.143], [0.379, -0.043, -0.112], [-0.001, -0.133, 0.056], [-0.029, 0.065, 0.079], [-0.058, -0.192, -0.146], [0.052, 0.141, -0.197], [0.110, 0.305, -0.084], [0.135, 0.081, 0.057], [-0.061, -0.132, -0.057], [0.065, -0.415, -0.610], [-0.247, 0.294, -0.662], [0.256, -0.092, 0.405]], "mulliken_charge": [-0.84, -0.72, -0.41, -0.67, -0.88, -0.53, 0.62, -1.00, 0.92, -1.22, -1.21, 0.44, -0.53, -0.22, 0.09, 0.35, 0.25, 0.34, 0.39, 0.35, 0.32, 0.39, 0.34, 0.33, 0.40, 0.39, 0.33, 0.20, 0.41, 0.37, 0.39, 0.38, 0.29, 0.30, 0.30, 0.09, 0.24], "max_force_ev_per_a": 3.70, "de_lowest_kcal_mol": 78.0, "total_energy_ha": -613.54132, "orbital_gap_ha": 0.3493, "lumo_energy_ev": -3.59, "smiles": "CCCCCCN(N=C(C)C)C(N)=[NH2+]", "charge": 1}